# 1
# C22H45BN7PPtS3

A structure of composition C22H45BN7PPtS3 (ωB97M-V/def2-TZVPD, the Open Molecules 2025 dataset).

Geometry as XYZ:
```
80
Properties=species:S:1:pos:R:3
Pt -0.48449 0.87343 0.29022
C 2.29146 3.52795 -1.17987
N 2.33271 3.51078 0.27783
C 3.46722 3.61261 1.03535
C 3.08036 3.50377 2.33145
N 1.71965 3.34312 2.36724
B 1.04031 3.24861 3.79702
N -0.47897 2.84957 3.76989
C -1.43139 3.56413 4.44329
C -2.56086 2.80775 4.51649
N -2.29064 1.63240 3.86958
C -3.19225 0.48775 3.78296
C -1.01643 1.67323 3.42481
S -0.21960 0.39677 2.57450
C 1.27888 3.34527 1.11071
S -0.35098 3.17989 0.52227
H 3.20097 4.00055 -1.53926
H 1.43170 4.09811 -1.51781
H 2.22947 2.51178 -1.56787
H 4.43765 3.76406 0.59697
H 3.66151 3.53591 3.23599
H 1.10092 4.33080 4.30737
H 1.64249 2.40015 4.39306
H -1.22024 4.53962 4.84376
H -3.51000 2.99725 4.98638
H -4.20840 0.84137 3.93522
H -2.94353 -0.24123 4.55127
H -3.10109 0.02918 2.80167
C -0.20219 -4.43095 -2.07274
C -0.61779 -3.02473 -1.62193
C -1.47524 -3.11999 -0.34865
C -1.50760 -2.39087 -2.70293
P 0.85958 -1.91933 -1.31152
N 0.31842 -0.62535 -0.46103
C 1.59393 -1.23428 -2.89469
C 1.87604 -2.34030 -3.92089
C 2.91270 -0.52862 -2.54522
C 0.66430 -0.17945 -3.52284
C 2.14596 -2.70551 -0.19681
C 3.03269 -1.61767 0.44137
C 3.02320 -3.71774 -0.94216
C 1.42121 -3.41649 0.95713
H -1.11068 -4.97882 -2.33163
H 0.29887 -4.99177 -1.28666
H 0.43472 -4.42430 -2.95591
H -2.38168 -3.66891 -0.61010
H -1.77169 -2.13788 0.01919
H -0.99186 -3.65751 0.46046
H -2.43338 -2.96736 -2.74165
H -1.06399 -2.43105 -3.69409
H -1.77129 -1.35709 -2.47193
H 2.54916 -3.10802 -3.54328
H 2.36058 -1.87737 -4.78314
H 0.96866 -2.81871 -4.28261
H 3.69851 -1.22548 -2.26553
H 2.78659 0.20176 -1.74434
H 3.25370 -0.00029 -3.43663
H -0.14560 -0.61881 -4.09587
H 1.26096 0.41780 -4.21388
H 0.24130 0.50396 -2.78511
H 3.78928 -1.23531 -0.23648
H 3.55430 -2.07599 1.28270
H 2.45304 -0.78102 0.83175
H 3.67598 -3.24619 -1.67382
H 2.44824 -4.49920 -1.43705
H 3.66570 -4.20446 -0.20551
H 0.76116 -2.74184 1.50466
H 2.18511 -3.76797 1.65180
H 0.85836 -4.28848 0.63416
C -5.65604 1.05601 -0.69181
N -5.00153 2.20299 -0.06405
C -3.71143 2.28738 0.22965
N -3.24306 3.39097 0.79583
S -2.75622 0.88384 -0.12707
H -6.69781 1.31645 -0.85072
H -5.60227 0.18055 -0.04668
H -5.19612 0.83115 -1.65263
H -5.57758 3.00790 0.13276
H -3.83382 4.19914 0.91911
H -2.24979 3.51065 0.94853
```

Its net charge is +2. The calculation puts the total energy at -79681.22281 eV. Its gap between HOMO and LUMO (spin up / spin down) is 6.46 / 6.18 eV. The HOMO energy (spin up / spin down) comes out at -13.97 / -13.38 eV. For the relative energy (zero: lowest compared OMol25 entry of this formula, charge and spin), the calculation gives 0.6630 eV.

Results of the Mulliken charge analysis, in e, for atoms 1 through 6: number 1, Pt, carries 1.116; number 2, C, carries -0.755; number 3, N, carries 0.262; number 4, C, carries -0.383; number 5, C, carries -0.711; number 6, N, carries 0.482


# 2
# C43H58I2N5O13PS

A cluster of 5 separate species, C43H58I2N5O13PS in total (ωB97M-V/def2-TZVPD, the Open Molecules 2025 dataset).

Geometry as XYZ:
```
123
Properties=species:S:1:pos:R:3
C 0.93688 -4.82885 -0.68242
C 1.47528 -3.49972 -1.20566
C 0.44798 -2.37845 -1.33538
I 1.36656 -0.88208 -2.62831
N -0.16250 -1.83770 -0.10415
C -1.50657 -1.37654 -0.35472
C -2.54790 -2.32660 -0.29953
C -2.23305 -3.77025 0.02322
C -1.73684 -3.92622 1.44105
N -1.91912 -4.95952 2.15291
C -3.85593 -1.91725 -0.55555
C -5.03914 -2.86004 -0.57026
C -5.47788 -3.26191 -1.98261
C -6.50921 -4.38275 -1.99746
I -3.85540 -3.72394 -3.32515
C -4.14604 -0.58447 -0.84407
C -3.13877 0.36482 -0.89916
N -3.40547 1.70001 -1.18968
C -4.18692 2.35311 -0.40184
C -5.41709 3.02712 -0.89315
C -3.76263 2.41164 1.05156
C -1.82815 -0.06510 -0.65219
S -0.60943 1.18879 -0.68944
C 0.54916 0.48757 0.43498
C 1.34010 1.40422 1.13028
C 1.26102 2.89168 0.87731
C 2.19374 3.35077 -0.28480
C 1.49620 3.52967 -1.61082
N 0.56357 4.58437 -1.71237
O 1.69862 2.79911 -2.55436
C 2.23940 0.94566 2.07336
C 2.32120 -0.41203 2.35519
C 3.30259 -0.82904 3.43914
C 3.24681 0.13609 4.60979
C 4.35227 1.15355 4.79106
N 2.27976 0.03237 5.42837
C 1.53585 -1.33829 1.65128
P 1.62059 -3.12023 2.08214
C 3.36801 -3.67544 1.93471
C 1.05663 -3.34617 3.81334
C 0.64704 -0.89809 0.64370
H 1.77639 -5.52854 -0.64437
H 0.23787 -5.24546 -1.41070
H 0.52577 -4.77550 0.31813
H 2.36138 -3.14376 -0.67773
H 1.82037 -3.69378 -2.22276
H -0.37457 -2.78481 -1.92179
H -3.10712 -4.40639 -0.08095
H -1.50542 -4.13100 -0.70117
H -1.21662 -3.10345 1.92476
H -2.41864 -5.67378 1.61810
H -4.91090 -3.72106 0.08177
H -5.87744 -2.28621 -0.16414
H -5.92994 -2.38186 -2.43601
H -7.25755 -4.25447 -1.21536
H -7.04056 -4.34861 -2.95010
H -6.02424 -5.35646 -1.96240
H -5.16773 -0.28508 -1.04652
H -5.59342 3.97038 -0.37732
H -5.36120 3.20650 -1.96558
H -6.25484 2.35609 -0.69868
H -3.56571 3.45765 1.28970
H -2.83382 1.85196 1.11613
H -4.51031 1.96815 1.70740
H 1.62889 3.38001 1.77789
H 0.22449 3.18674 0.72601
H 2.58984 4.32402 0.01767
H 2.99924 2.63044 -0.40056
H 0.57087 5.11296 -0.84549
H -0.37270 4.19774 -1.80089
H 2.86704 1.65296 2.60097
H 4.30838 -0.80226 3.01563
H 3.06320 -1.80160 3.84936
H 4.92037 1.30630 3.87557
H 3.90767 2.10272 5.09111
H 5.02716 0.83308 5.58486
H 2.38730 0.73448 6.16207
H 3.36761 -4.69511 1.55626
H 3.97869 -3.57547 2.83240
H 3.82792 -3.06113 1.15729
H 1.87427 -3.32713 4.54185
H 0.37400 -2.55162 4.11320
H 0.57000 -4.31359 3.91877
C 3.88441 2.19069 -6.17598
C 3.70275 1.68925 -4.75993
O 4.18405 0.33892 -4.85431
C 5.02770 0.26656 -5.89965
O 5.72378 -0.66954 -6.14629
O 4.98711 1.39780 -6.63817
H 4.12372 3.24887 -6.23117
H 3.01734 1.98754 -6.80631
H 4.31702 2.22999 -4.03920
H 2.67004 1.70966 -4.42582
C -1.36298 0.37042 4.68376
C -1.63859 1.40777 5.75567
O -1.18909 2.61948 5.13300
C -1.23386 2.44179 3.79339
O -1.07293 3.29513 2.97984
O -1.47254 1.14939 3.48615
H -2.08206 -0.44459 4.67668
H -0.35396 -0.04495 4.74387
H -2.70189 1.50481 5.98156
H -1.09292 1.22842 6.67796
C 9.37349 -1.09570 -7.71099
C 8.78206 -1.64293 -6.42888
O 9.70933 -1.16292 -5.44197
C 10.32977 -0.07134 -5.94014
O 11.02953 0.65618 -5.31331
O 10.04619 0.08320 -7.25675
H 8.62193 -0.84471 -8.45460
H 10.11010 -1.76752 -8.15691
H 7.79447 -1.23416 -6.22260
H 8.73212 -2.72861 -6.40952
C -7.58264 6.07046 2.15164
C -7.96906 5.56689 3.52799
O -7.94320 4.14742 3.34904
C -7.12541 3.86415 2.30969
O -6.76050 2.77301 2.01533
O -6.77699 4.99714 1.65397
H -7.01369 6.99565 2.17451
H -8.44457 6.19625 1.49463
H -7.23910 5.83794 4.29230
H -8.95538 5.89359 3.84522
```

The calculation puts the total energy at -115924.92423 eV. Its gap between HOMO and LUMO is 7.47 eV. The HOMO energy comes out at -7.22 eV. As for the SMILES: [H]/N=C\Cc1c(C[C@H](C)I)cc(N=C(C)C)c2c1N([C@@H](I)CC)c1c(c(CCC(N)=O)cc(C/C(C)=N/[H])c1P(C)C)S2.O=C1OCCO1.O=C1OCCO1.O=C1OCCO1.O=C1OCCO1.

Results of the Mulliken charge analysis, in e, for atoms 1 through 6: number 1, C, carries -1.439; number 2, C, carries -0.472; number 3, C, carries -0.900; number 4, I, carries 0.050; number 5, N, carries 1.168; number 6, C, carries -1.127


# 3
# C5H7NO3

A structure of composition C5H7NO3 (ωB97M-V/def2-TZVPD, the Open Molecules 2025 dataset).

Geometry as XYZ:
```
16
Properties=species:S:1:pos:R:3
C -0.66340 -0.04066 1.03555
C -0.59704 -1.00684 -0.00419
C 0.18695 -2.06842 -0.00155
C 2.40330 0.72480 0.67251
C -1.20816 -0.60298 -1.35786
N 1.76619 -0.21066 -0.93024
O 0.79080 -3.04145 0.06550
O 1.25562 0.82171 -0.12486
O 2.96091 -0.30960 -0.07154
H -1.22023 0.89510 0.92116
H -0.38798 -0.05031 2.09968
H 2.94540 1.62454 0.49097
H 2.31797 0.65359 1.79850
H -0.40231 -0.09511 -1.87848
H -2.18458 -0.04717 -1.08549
H -1.46269 -1.56634 -1.70366
```

The calculation puts the total energy at -12922.69962 eV. Its gap between HOMO and LUMO (spin up / spin down) is 9.01 / 7.02 eV. The HOMO energy (spin up / spin down) comes out at -8.52 / -6.79 eV. For the relative energy (zero: lowest compared OMol25 entry of this formula, charge and spin), the calculation gives 9.4843 eV.

Results of the Mulliken charge analysis, in e, for atoms 1 through 6: number 1, C, carries -1.067; number 2, C, carries 0.443; number 3, C, carries 0.581; number 4, C, carries -0.035; number 5, C, carries -1.056; number 6, N, carries -0.172


# 4
# C3H9NO2

A structure of composition C3H9NO2 (ωB97M-V/def2-TZVPD, the Open Molecules 2025 dataset).

Geometry as XYZ:
```
15
Properties=species:S:1:pos:R:3
C 0.05295 0.77134 0.84345
C 1.42846 0.28971 0.42075
C -1.22735 -0.24397 -1.12336
N -0.76670 -0.34075 0.25081
O -1.50918 -1.28592 1.01291
O 1.79441 0.90190 -0.82753
H -0.84919 -1.92229 1.33468
H 2.53478 0.40848 -1.19055
H -0.27012 1.71266 0.39764
H -0.06251 0.68351 1.92547
H 2.16534 0.53186 1.19338
H 0.67180 -0.87015 0.16490
H -0.72843 0.58769 -1.61553
H -2.30332 -0.07707 -1.12374
H -0.93095 -1.14701 -1.66328
```

The calculation puts the total energy at -8837.13524 eV. Its gap between HOMO and LUMO is 8.60 eV. The HOMO energy comes out at -7.73 eV. For the relative energy (zero: lowest compared OMol25 entry of this formula, charge and spin), the calculation gives 5.8200 eV.

Results of the Mulliken charge analysis, in e, for atoms 1 through 6: number 1, C, carries -0.660; number 2, C, carries -0.363; number 3, C, carries -0.864; number 4, N, carries 0.050; number 5, O, carries -0.453; number 6, O, carries -0.510


| no. | F_max (eV/A) |
| --- | --- |
| 1 | 0.69 |
| 2 | 2.82 |
| 3 | 3.04 |
| 4 | 3.70 |